Entry 1:
33
Properties=species:S:1:pos:R:3 method="wB97M-V/def2-TZVPD" homo_lumo_gap_ev=8.035 smiles="CS(=O)(=O)NCCNc1ccc(C(F)(F)F)cc1[N+](=O)[O-]" e_lumo_ha=-0.022 energy_ha=-1551.1999 spin_multiplicity=1
C -3.797 -1.490 -0.242
S -3.028 -0.118 -1.136
O -3.560 -0.067 -2.461
O -1.609 -0.198 -0.962
N -3.582 1.286 -0.421
C -3.469 1.572 0.992
C -2.046 2.014 1.363
N -1.188 0.874 1.551
C 0.024 0.687 1.008
C 0.844 1.774 0.634
C 2.109 1.587 0.150
C 2.629 0.293 0.006
C 4.032 0.135 -0.499
F 4.935 0.655 0.361
F 4.390 -1.138 -0.694
F 4.232 0.777 -1.663
C 1.854 -0.794 0.333
C 0.563 -0.616 0.833
N -0.198 -1.788 1.045
O 0.226 -2.843 0.627
O -1.274 -1.709 1.646
H -3.214 -1.713 0.643
H -3.776 -2.333 -0.920
H -4.819 -1.228 -0.003
H -4.461 1.531 -0.844
H -4.156 2.389 1.223
H -3.751 0.706 1.608
H -2.088 2.594 2.294
H -1.666 2.648 0.560
H -1.657 0.005 1.804
H 0.468 2.776 0.754
H 2.721 2.435 -0.120
H 2.221 -1.802 0.205

Entry 2:
16
Properties=species:S:1:pos:R:3 method="wB97M-V/def2-TZVPD" homo_lumo_gap_ev=11.089 smiles=C#C[C@@H](C)CC e_lumo_ha=0.042 e_above_lowest_kj_mol=145.58 energy_ha=-234.5471 spin_multiplicity=1
C -1.832 2.367 0.635
C -1.291 1.292 0.518
C -0.575 0.007 0.249
C -0.869 -0.428 -1.195
C 0.923 0.115 0.524
C 1.706 -1.160 0.268
H -2.255 3.344 0.702
H -1.018 -0.786 0.881
H -0.479 -1.430 -1.411
H -0.409 0.319 -1.896
H -1.966 -0.424 -1.366
H 1.061 0.387 1.591
H 1.291 0.952 -0.087
H 1.655 -1.509 -0.766
H 1.286 -1.981 0.873
H 2.771 -1.067 0.480

Entry 3:
17
Properties=species:S:1:pos:R:3 method="wB97M-V/def2-TZVPD" homo_lumo_gap_ev=10.127 e_lumo_ha=0.031 e_above_lowest_kj_mol=445.66 energy_ha=-346.8557 spin_multiplicity=1
C 1.931 -0.656 0.684
C 0.928 -0.735 -1.016
O 0.191 0.392 -1.055
C -0.707 0.385 0.013
C -1.175 1.771 0.323
C -1.772 -0.610 -0.239
O -2.758 -0.758 0.437
H 2.052 0.036 1.552
H 1.930 -1.707 1.005
H 2.779 -0.475 0.041
H 1.500 -0.842 -1.950
H 0.556 -1.709 -0.675
H 0.075 -0.156 0.827
H -1.948 1.699 1.089
H -0.351 2.386 0.688
H -1.611 2.269 -0.553
H -1.583 -1.242 -1.131

Entry 4:
127
Properties=species:S:1:pos:R:3 method="wB97M-V/def2-TZVPD" homo_lumo_gap_ev=5.907 e_lumo_ha=0.070 e_above_lowest_kj_mol=11.21 total_charge=-1 energy_ha=-10041.2897 spin_multiplicity=1
Cs -0.291 -0.052 -0.386
C -3.944 3.413 -1.226
C -3.686 3.872 -2.513
C -2.972 3.068 -3.376
C -2.532 1.798 -2.954
N -2.752 1.387 -1.697
C -3.438 2.174 -0.874
C -1.787 0.926 -3.883
C -2.161 0.965 -5.237
C -1.441 0.266 -6.187
C -0.344 -0.481 -5.772
C -0.034 -0.550 -4.420
C -0.712 0.141 -3.393
H -4.498 4.011 -0.514
H -4.031 4.849 -2.831
H -2.718 3.409 -4.369
H -3.593 1.782 0.130
H -3.048 1.513 -5.543
H -1.737 0.288 -7.229
H 0.250 -1.022 -6.505
H 0.812 -1.184 -4.142
C -2.222 4.251 2.548
As -0.944 2.856 1.946
C -0.476 3.771 0.281
C 0.673 3.525 2.859
C 0.960 3.089 4.299
C 2.012 4.050 4.878
C 1.559 1.677 4.348
As 0.717 0.095 3.467
C 1.858 -1.126 4.490
C -0.829 -0.125 4.677
C -0.320 3.203 5.140
As -0.194 2.738 7.061
C -2.143 2.636 7.319
C -0.017 4.566 7.782
H -2.775 3.937 3.433
H -2.935 4.432 1.742
H -1.696 5.182 2.766
H -0.340 4.839 0.462
H -1.258 3.631 -0.464
H 0.457 3.365 -0.110
H 0.624 4.618 2.812
H 1.502 3.211 2.218
H 2.904 4.067 4.248
H 2.309 3.733 5.882
H 1.615 5.067 4.939
H 1.704 1.400 5.397
H 2.557 1.717 3.895
H 1.884 -0.842 5.545
H 2.869 -1.141 4.090
H 1.462 -2.135 4.402
H -0.569 0.222 5.678
H -1.091 -1.182 4.738
H -1.698 0.424 4.311
H -1.085 2.552 4.710
H -0.697 4.230 5.085
H -2.534 1.721 6.874
H -2.633 3.493 6.853
H -2.383 2.629 8.382
H 1.016 4.908 7.732
H -0.327 4.578 8.827
H -0.647 5.261 7.223
S 2.715 1.771 0.084
C 3.736 0.443 0.192
N 4.363 0.147 1.343
C 5.218 -1.018 1.537
C 4.830 -2.106 0.550
C 4.818 -1.525 -0.852
N 3.974 -0.338 -0.872
H 4.088 0.703 2.132
H 5.094 -1.380 2.557
H 6.265 -0.728 1.388
H 3.835 -2.476 0.796
H 5.525 -2.941 0.617
H 4.408 -2.253 -1.553
H 5.834 -1.268 -1.172
H 3.487 -0.095 -1.718
Te 1.643 -3.204 -1.324
C 2.168 -4.477 -2.965
C 3.042 -5.530 -2.706
C 3.362 -6.439 -3.705
C 2.806 -6.305 -4.970
C 1.934 -5.258 -5.231
C 1.619 -4.345 -4.234
C -0.174 -4.282 -1.161
C -0.320 -5.265 -0.189
C -1.476 -6.032 -0.151
C -2.482 -5.828 -1.086
C -2.344 -4.833 -2.044
C -1.197 -4.051 -2.076
H 3.457 -5.643 -1.712
H 4.035 -7.261 -3.495
H 3.056 -7.016 -5.749
H 1.495 -5.152 -6.215
H 0.941 -3.527 -4.449
H 0.470 -5.427 0.535
H -1.589 -6.802 0.603
H -3.373 -6.445 -1.066
H -3.132 -4.660 -2.768
H -1.101 -3.260 -2.812
C -4.797 0.224 2.432
C -4.043 -1.092 2.633
P -2.845 -1.418 1.243
C -3.899 -2.442 0.103
C -4.463 -1.619 -1.058
C -1.825 -2.761 2.004
C -2.542 -3.899 2.723
H -5.507 0.401 3.243
H -5.351 0.219 1.492
H -4.092 1.059 2.403
H -4.741 -1.926 2.723
H -3.452 -1.041 3.551
H -4.706 -2.919 0.667
H -3.253 -3.230 -0.291
H -5.099 -0.808 -0.696
H -5.060 -2.247 -1.723
H -3.657 -1.167 -1.638
H -1.120 -2.275 2.682
H -1.226 -3.175 1.188
H -3.105 -3.543 3.586
H -1.795 -4.613 3.078
H -3.225 -4.427 2.055
F 1.806 -2.537 1.807
B 2.288 -3.746 2.448
F 3.458 -3.440 3.160
F 2.585 -4.717 1.476
F 1.288 -4.212 3.307

Entry 5:
130
Properties=species:S:1:pos:R:3 method="wB97M-V/def2-TZVPD" homo_lumo_gap_ev=5.309 e_lumo_ha=-0.161 total_charge=+1 energy_ha=-4536.9077 spin_multiplicity=1
C 4.982 2.828 -1.228
C 4.141 1.555 -1.134
C 3.543 1.108 -2.479
C 2.461 2.118 -2.979
C 2.882 2.895 -4.250
C 1.088 1.478 -3.082
C 0.020 1.941 -2.267
N 0.171 2.968 -1.390
C 0.231 4.204 -1.723
C -0.101 4.692 -3.108
C 0.568 5.225 -0.680
C -1.184 1.175 -2.336
S -2.736 1.246 -1.364
O -2.845 0.040 -0.606
O -3.730 1.611 -2.326
C -2.751 2.629 -0.105
F -4.026 2.580 0.289
F -2.540 3.804 -0.704
C -1.798 2.457 1.146
F -2.481 2.209 2.252
F -1.134 3.592 1.327
F -0.924 1.479 0.956
N -1.362 0.195 -3.168
N -0.382 -0.178 -3.953
C -0.778 -1.245 -4.919
Cl -1.236 -0.439 -6.423
C -1.910 -2.140 -4.397
C -3.349 -1.620 -4.388
Cl -1.348 -2.782 -2.820
C 0.843 0.398 -3.938
C 1.895 -0.148 -4.854
C 2.625 -1.379 -4.347
O 3.643 -1.757 -4.716
F 1.930 -2.038 -3.391
H 4.391 3.653 -1.636
H 5.286 3.139 -0.224
H 5.897 2.670 -1.802
H 3.293 1.747 -0.460
H 4.702 0.733 -0.677
H 4.326 0.992 -3.234
H 3.067 0.135 -2.295
H 2.378 2.851 -2.175
H 3.597 2.324 -4.851
H 2.041 3.151 -4.900
H 3.395 3.820 -3.973
H -0.977 4.169 -3.503
H -0.297 5.766 -3.104
H 0.731 4.512 -3.797
H 1.081 6.080 -1.124
H 1.160 4.786 0.124
H -0.363 5.602 -0.243
H 0.071 -1.891 -5.123
H -1.870 -3.008 -5.062
H -3.842 -1.968 -3.476
H -3.896 -2.032 -5.235
H -3.415 -0.533 -4.381
H 1.509 -0.455 -5.837
H 2.675 0.590 -5.029
C -7.523 -0.361 1.398
O -8.649 -0.809 1.352
N -6.435 -1.057 1.793
C -5.120 -0.457 1.821
C -6.607 -2.443 2.197
H -7.287 0.681 1.112
H -4.426 -0.990 1.169
H -4.716 -0.465 2.833
H -5.194 0.574 1.481
H -7.022 -3.031 1.378
H -7.296 -2.512 3.039
H -5.644 -2.857 2.481
C -0.380 -5.090 2.530
O -1.434 -4.931 3.110
N -0.164 -4.729 1.247
C 1.113 -4.922 0.595
C -1.260 -4.129 0.506
H 0.504 -5.542 3.011
H 1.531 -3.967 0.265
H 1.013 -5.576 -0.274
H 1.810 -5.381 1.293
H -1.606 -3.216 0.994
H -2.105 -4.815 0.441
H -0.904 -3.889 -0.492
C 2.488 -1.305 -8.440
O 1.663 -1.402 -7.534
N 2.174 -1.036 -9.707
C 3.182 -0.945 -10.751
C 0.774 -0.837 -10.055
H 3.564 -1.449 -8.265
H 3.170 0.045 -11.206
H 2.997 -1.691 -11.524
H 4.166 -1.124 -10.323
H 0.360 0.003 -9.497
H 0.192 -1.726 -9.813
H 0.701 -0.634 -11.119
C 8.487 4.026 0.980
O 7.356 4.456 0.836
N 8.776 2.717 1.110
C 10.130 2.222 1.257
C 7.659 1.790 1.097
H 9.374 4.678 1.007
H 10.387 1.546 0.440
H 10.248 1.689 2.202
H 10.823 3.061 1.244
H 7.113 1.903 0.161
H 6.977 2.017 1.917
H 8.023 0.770 1.197
C -3.529 -0.092 7.885
O -4.235 -0.517 8.777
N -3.983 0.288 6.673
C -3.100 0.778 5.639
C -5.410 0.189 6.407
H -2.436 0.019 7.992
H -3.366 1.799 5.354
H -3.154 0.143 4.757
H -2.074 0.776 6.002
H -5.974 0.803 7.109
H -5.750 -0.841 6.515
H -5.605 0.528 5.392
C -1.699 -4.397 11.495
O -1.808 -5.589 11.708
N -2.690 -3.498 11.643
C -2.504 -2.087 11.367
C -3.988 -3.970 12.093
H -0.753 -3.941 11.151
H -2.682 -1.491 12.266
H -3.182 -1.744 10.584
H -1.480 -1.919 11.039
H -3.906 -4.444 13.071
H -4.391 -4.706 11.397
H -4.668 -3.123 12.155

Entry 6:
22
Properties=species:S:1:pos:R:3 method="wB97M-V/def2-TZVPD" homo_lumo_gap_ev="6.027 / 6.020" e_lumo_ha="-0.411 / -0.411" e_above_lowest_kj_mol=72.18 total_charge=+2 energy_ha=-1292.2210 spin_multiplicity=1
O 1.060 0.855 -5.488
C 0.657 0.487 -4.481
Tl -0.213 -0.908 -1.036
O -2.293 1.494 -3.096
C -1.901 0.716 -2.360
C -2.496 -1.119 0.989
O -3.256 -0.973 1.827
C 0.964 -2.807 0.682
O 1.639 -3.481 1.308
C -1.579 -3.096 -1.988
O -1.972 -3.990 -2.576
H 1.195 -1.376 -2.086
C 1.446 2.557 1.341
S 0.414 1.139 0.945
C 0.555 0.230 2.503
O -0.982 1.666 0.867
H 2.434 2.201 1.652
H 0.960 3.126 2.142
H 1.532 3.143 0.420
H 0.454 0.952 3.327
H -0.167 -0.590 2.542
H 1.549 -0.224 2.567

Entry 7:
27
Properties=species:S:1:pos:R:3 method="wB97M-V/def2-TZVPD" homo_lumo_gap_ev=10.574 smiles=O.O.O.O.O.O.O.O.O e_lumo_ha=-0.004 e_above_lowest_kj_mol=397.81 energy_ha=-687.8743 spin_multiplicity=1
O 0.372 -0.296 0.447
H 1.285 -0.263 0.679
H 0.313 -0.246 -0.573
O -1.898 0.033 -1.739
H -2.039 -0.740 -2.288
H -1.881 0.749 -2.385
O 1.227 2.276 2.770
H 1.844 2.705 2.269
H 1.525 1.369 2.947
O 1.253 -0.314 -4.945
H 1.217 -0.916 -5.764
H 2.068 -0.554 -4.626
O -1.721 1.495 2.867
H -1.294 0.744 3.300
H -2.591 1.072 2.535
O -1.119 3.065 -3.014
H -1.345 3.866 -2.501
H -1.125 3.200 -3.919
O 3.343 -0.148 4.325
H 2.374 -0.082 4.323
H 3.665 -0.175 3.353
O 1.811 -4.068 1.222
H 2.306 -3.273 1.473
H 1.019 -4.046 1.768
O -3.512 -1.873 -1.213
H -4.342 -1.975 -0.718
H -2.755 -1.607 -0.594

Entry 8:
83
Properties=species:S:1:pos:R:3 method="wB97M-V/def2-TZVPD" homo_lumo_gap_ev=5.777 e_lumo_ha=-0.247 e_above_lowest_kj_mol=160.69 total_charge=+2 energy_ha=-7726.8846 spin_multiplicity=1
Y 1.348 0.692 -0.596
C -0.522 3.584 -2.678
C 0.905 3.762 -2.243
C 1.487 5.013 -2.009
C 2.839 5.099 -1.709
C 3.632 3.932 -1.656
C 4.965 3.942 -1.196
Br 5.915 5.502 -0.738
C 5.644 2.771 -0.982
C 5.033 1.516 -1.169
Br 6.032 -0.005 -0.694
C 3.743 1.435 -1.717
O 3.107 0.294 -1.881
C 3.008 2.662 -1.977
N 1.636 2.632 -2.171
H -0.931 4.522 -3.109
H -1.170 3.342 -1.804
H -0.618 2.776 -3.397
H 0.875 5.925 -2.046
H 3.306 6.048 -1.499
H 6.651 2.860 -0.594
C -4.210 0.958 1.321
N -3.071 0.878 0.350
C -1.733 0.797 0.510
N -1.121 0.588 -0.651
C -2.161 0.502 -1.551
N -3.362 0.577 -1.004
C -4.414 -0.361 2.095
C -5.031 -0.332 3.368
C -5.376 -1.510 4.071
C -5.034 -2.747 3.559
C -4.374 -2.791 2.315
C -4.088 -1.656 1.594
C -4.059 -4.089 1.717
N -4.579 -5.221 1.992
N -4.054 -6.150 1.085
C -3.194 -5.559 0.327
O -3.143 -4.195 0.649
C -2.351 -6.033 -0.752
C -2.528 -7.292 -1.315
C -1.641 -7.721 -2.294
C -0.539 -6.939 -2.633
C -0.357 -5.676 -2.050
C 0.895 -4.944 -2.559
N 1.244 -3.736 -1.830
C 0.773 -2.473 -1.901
N 1.471 -1.671 -1.103
C 2.444 -2.497 -0.588
N 2.334 -3.759 -0.940
C -1.270 -5.216 -1.091
H -5.136 1.260 0.763
H -3.962 1.773 2.036
H -1.260 0.859 1.483
H -1.985 0.390 -2.619
H -5.284 0.604 3.846
H -5.944 -1.456 5.006
H -5.259 -3.680 4.067
H -3.619 -1.763 0.630
H -3.377 -7.848 -1.016
H -1.773 -8.693 -2.759
H 0.150 -7.255 -3.405
H 0.738 -4.679 -3.599
H 1.789 -5.586 -2.550
H -0.024 -2.181 -2.573
H 3.232 -2.095 0.038
H -1.156 -4.285 -0.561
C 4.378 4.788 3.029
C 3.249 4.029 2.464
C 2.079 4.631 1.981
C 1.128 3.813 1.410
N 1.391 2.493 1.136
C 2.454 1.860 1.683
S 2.701 0.108 1.626
N 3.373 2.663 2.309
C -0.270 4.239 1.152
H 4.207 5.871 2.838
H 5.299 4.479 2.514
H 4.423 4.668 4.136
H 1.862 5.692 2.166
H 4.163 2.147 2.716
H -0.316 5.182 0.556
H -0.813 4.474 2.076
H -0.799 3.460 0.592